# C36H53I2N3O3S

A molecular structure, C36H53I2N3O3S (the ωB97M-V functional and the def2-TZVPD basis, OMol25).

Summary:
Expectation value of S²: 2.009
Kohn-Sham gap, eV: 7.32
Total energy, eV: -75826.543
2S+1: 3
Total charge: 0

XYZ file:
```
98
Properties=species:S:1:pos:R:3:lowdin_charge:R:1
C 0.159 2.457 1.507 -0.06
C 0.317 0.829 1.340 -0.22
O -0.501 0.481 0.172 -0.20
C 0.423 0.054 -0.854 -0.21
C 1.277 1.249 -1.512 -0.13
C 0.626 2.428 -2.281 0.03
C 1.439 3.586 -2.973 -0.17
C 2.983 3.517 -2.856 -0.33
C 3.693 2.361 -2.073 -0.22
C 5.269 2.243 -1.913 -0.72
I 6.043 2.192 0.123 0.73
C 6.176 2.145 -3.004 -0.74
C 5.690 2.142 -4.532 -0.17
I 8.327 1.944 -2.620 0.71
C 2.848 1.219 -1.391 0.01
S 3.957 4.859 -3.720 0.90
C 2.774 6.279 -3.701 -0.42
C 3.344 7.719 -3.714 -0.08
C 2.398 8.956 -3.715 -0.08
C 0.860 8.647 -3.664 -0.07
C 0.285 7.184 -3.650 -0.01
C 1.262 5.947 -3.674 -0.19
N 0.651 4.602 -3.700 0.02
H -0.600 2.606 2.347 0.06
H -0.294 2.850 0.523 0.07
H 1.170 2.945 1.709 0.08
H 1.416 0.511 1.218 0.11
H -0.071 0.287 2.285 0.12
H 1.100 -0.825 -0.523 0.12
H -0.229 -0.366 -1.716 0.14
H -0.525 2.431 -2.356 0.11
H 4.541 2.080 -4.638 0.08
H 6.229 1.334 -5.153 0.08
H 5.970 3.182 -4.954 0.06
H 3.347 0.355 -0.813 0.10
H 4.482 7.897 -3.766 0.10
H 2.809 10.031 -3.758 0.09
H 0.179 9.578 -3.674 0.09
H -0.851 7.092 -3.639 0.09
H -0.221 4.699 -3.138 0.12
C -0.958 -6.075 -2.416 -0.04
C 0.463 -6.389 -1.886 -0.49
C 0.753 -5.560 -0.617 -0.14
C 0.917 -4.081 -0.949 -0.19
C 2.056 -3.904 -1.952 -0.13
C 1.796 -4.714 -3.238 -0.48
N 1.487 -6.154 -2.953 -0.03
O 2.656 -6.726 -2.522 -0.02
C 0.637 -4.041 -4.020 -0.05
C 2.988 -4.557 -4.200 -0.05
C 0.364 -7.877 -1.494 -0.05
H -1.219 -6.752 -3.252 0.10
H -1.694 -6.223 -1.620 0.09
H -1.164 -5.080 -2.758 0.04
H 1.661 -5.920 -0.108 0.13
H -0.061 -5.679 0.103 0.12
H -0.014 -3.687 -1.343 0.10
H 1.122 -3.506 -0.041 0.11
H 2.168 -2.838 -2.189 0.12
H 3.000 -4.208 -1.484 0.13
H 0.273 -4.642 -4.856 0.10
H 0.946 -3.075 -4.415 0.08
H -0.218 -3.744 -3.410 0.05
H 3.937 -4.898 -3.768 0.08
H 3.135 -3.503 -4.460 0.08
H 2.821 -5.110 -5.130 0.09
H 0.148 -8.499 -2.370 0.09
H -0.452 -8.023 -0.779 0.09
H 1.270 -8.258 -1.020 0.08
C -5.700 1.777 5.088 -0.04
C -4.158 1.759 4.956 -0.49
C -3.747 1.170 3.590 -0.14
C -4.035 -0.326 3.525 -0.18
C -3.279 -1.042 4.643 -0.13
C -3.671 -0.483 6.026 -0.49
N -3.541 1.010 6.096 -0.03
O -2.198 1.286 6.079 -0.02
C -5.122 -0.930 6.347 -0.05
C -2.851 -1.188 7.121 -0.05
C -3.793 3.257 4.980 -0.05
H -6.006 2.307 6.010 0.10
H -6.142 2.302 4.236 0.09
H -6.221 0.839 5.093 0.04
H -2.677 1.341 3.386 0.11
H -4.287 1.674 2.785 0.12
H -5.103 -0.498 3.602 0.10
H -3.739 -0.729 2.551 0.11
H -3.492 -2.117 4.593 0.13
H -2.201 -0.941 4.473 0.12
H -5.541 -0.440 7.227 0.10
H -5.169 -2.005 6.512 0.08
H -5.830 -0.823 5.522 0.05
H -1.769 -1.061 6.997 0.08
H -3.034 -2.267 7.104 0.08
H -3.122 -0.821 8.117 0.09
H -4.080 3.715 5.933 0.09
H -4.330 3.786 4.187 0.09
H -2.730 3.443 4.818 0.07
```

# C36H53N2O7SSi2Ti

A molecular structure, C36H53N2O7SSi2Ti (the ωB97M-V functional and the def2-TZVPD basis, OMol25).

Summary:
ΔE to the lowest compared entry with this formula, charge and spin, kcal/mol: 10.72
Kohn-Sham gap, eV: 7.63
Total energy, eV: -105208.899
2S+1: 1
Total charge: +1

XYZ file:
```
102
Properties=species:S:1:pos:R:3:lowdin_charge:R:1
Ti -0.365 -0.492 -0.319 0.88
C 2.426 -4.696 -2.650 -0.01
N 1.542 -4.090 -1.661 -0.10
C 0.931 -5.028 -0.717 0.01
C 1.197 -2.811 -1.635 -0.37
O 0.364 -2.392 -0.810 -0.13
C 1.762 -1.814 -2.639 -0.07
O 1.801 -0.510 -2.092 -0.15
C 3.037 -0.125 -1.528 -0.09
C 3.053 -0.437 -0.032 -0.40
O 2.017 -0.824 0.503 0.01
N 4.213 -0.288 0.624 -0.13
C 4.336 -0.731 2.006 -0.02
C 5.421 0.224 -0.007 -0.02
H 3.393 -4.933 -2.204 0.10
H 2.572 -4.055 -3.513 0.09
H 1.974 -5.622 -3.001 0.10
H 1.709 -5.670 -0.304 0.10
H 0.199 -5.649 -1.235 0.11
H 0.438 -4.487 0.083 0.09
H 1.065 -1.777 -3.481 0.15
H 2.748 -2.096 -3.007 0.13
H 3.135 0.952 -1.670 0.12
H 3.871 -0.607 -2.044 0.14
H 3.370 -1.079 2.359 0.09
H 4.685 0.090 2.633 0.10
H 5.058 -1.547 2.075 0.10
H 5.185 0.926 -0.803 0.09
H 6.046 -0.580 -0.402 0.10
H 5.998 0.768 0.739 0.10
C -2.049 1.832 -4.063 0.01
C -0.873 1.430 -3.185 -0.50
C 0.434 1.976 -3.732 0.01
O -0.757 -0.004 -3.125 -0.05
C -1.113 1.973 -1.761 -0.54
O -1.055 3.165 -1.538 0.09
O -1.381 1.054 -0.877 -0.17
H -1.896 1.470 -5.081 0.10
H -2.140 2.916 -4.079 0.10
H -2.985 1.423 -3.676 0.09
H 0.581 1.632 -4.756 0.10
H 1.272 1.629 -3.127 0.07
H 0.406 3.064 -3.713 0.10
H -1.653 -0.361 -3.119 0.05
C -2.800 -0.086 2.448 -0.16
Si -1.588 -1.351 1.781 0.57
C -0.141 -1.641 2.969 -0.19
C -2.489 -2.987 1.601 -0.31
C -2.746 -3.915 2.611 -0.09
C -3.475 -5.063 2.335 -0.08
C -3.959 -5.291 1.050 -0.08
C -3.709 -4.373 0.039 -0.09
C -2.971 -3.220 0.304 -0.31
Si -2.481 -1.890 -0.931 0.59
C -3.964 -0.798 -1.357 -0.18
C -2.096 -2.862 -2.531 -0.18
H -3.255 -0.467 3.366 0.05
H -3.603 0.076 1.726 0.03
H -2.351 0.881 2.669 0.00
H -0.507 -2.024 3.927 0.03
H 0.436 -0.740 3.175 -0.01
H 0.534 -2.392 2.549 0.03
H -2.379 -3.748 3.618 0.10
H -3.672 -5.784 3.119 0.10
H -4.530 -6.187 0.841 0.10
H -4.090 -4.565 -0.959 0.10
H -4.881 -1.393 -1.332 0.04
H -3.890 -0.368 -2.361 0.02
H -4.073 0.028 -0.653 0.02
H -3.032 -3.282 -2.911 0.04
H -1.431 -3.705 -2.329 0.02
H -1.662 -2.279 -3.346 0.02
O 0.274 1.002 1.046 -0.62
S 0.385 1.856 2.286 1.05
C 2.136 2.337 2.312 -0.25
C 2.605 3.290 1.246 -0.27
C 3.377 4.389 1.610 -0.04
C 3.846 5.274 0.649 -0.07
C 3.537 5.077 -0.688 -0.07
C 2.753 3.993 -1.059 -0.06
C 2.297 3.100 -0.101 -0.06
C -0.393 3.451 1.889 -0.23
C -1.823 3.448 2.355 -0.30
C -2.113 3.448 3.718 -0.06
C -3.427 3.396 4.154 -0.07
C -4.462 3.351 3.229 -0.08
C -4.177 3.364 1.872 -0.07
C -2.861 3.410 1.432 -0.03
H 2.636 1.368 2.254 0.07
H 2.317 2.745 3.309 0.10
H 3.613 4.557 2.655 0.12
H 4.445 6.124 0.949 0.11
H 3.891 5.773 -1.436 0.11
H 2.478 3.853 -2.097 0.10
H 1.656 2.276 -0.386 0.09
H -0.308 3.572 0.807 0.09
H 0.204 4.217 2.390 0.11
H -1.307 3.485 4.443 0.11
H -3.644 3.394 5.214 0.11
H -5.489 3.311 3.569 0.11
H -4.983 3.336 1.150 0.11
H -2.627 3.410 0.375 0.10
```

# C36H54BN2P3PtS2

A molecular structure, C36H54BN2P3PtS2 (the ωB97M-V functional and the def2-TZVPD basis, OMol25).

Summary:
ΔE to the lowest compared entry with this formula, charge and spin, kcal/mol: 28.91
Expectation value of S²: 6.029
Kohn-Sham gap (spin up / spin down), eV: 6.05 / 6.07
Total energy, eV: -94636.692
2S+1: 5
Total charge: +2

XYZ file:
```
99
Properties=species:S:1:pos:R:3:lowdin_charge:R:1
Pt 0.115 0.475 -0.234 0.61
C 3.150 -0.117 -3.449 -0.08
C 1.647 -0.347 -3.653 -0.68
C 1.400 -1.179 -4.919 -0.07
C 0.975 1.021 -3.826 -0.11
P 0.938 -1.068 -2.091 1.06
C -0.713 -1.766 -2.649 -0.21
N -1.752 -0.783 -2.366 0.01
B -1.502 0.296 -1.401 -0.67
N -2.725 1.107 -1.467 0.01
C -2.883 2.348 -0.715 -0.23
P -1.286 2.719 0.173 1.08
C -0.513 4.101 -0.814 -0.69
C -0.700 3.759 -2.297 -0.09
C 0.988 4.105 -0.489 -0.09
C -1.095 5.492 -0.549 -0.07
C -1.860 3.203 1.868 -0.69
C -0.632 3.675 2.657 -0.08
C -2.962 4.269 1.888 -0.06
C -2.404 1.916 2.516 -0.10
C -3.605 0.528 -2.293 -0.11
C -4.914 0.900 -2.656 0.02
C -5.562 0.093 -3.542 -0.01
C -4.952 -1.094 -4.103 -0.01
C -3.688 -1.482 -3.787 0.02
C -2.981 -0.674 -2.869 -0.11
C 1.831 -2.588 -1.501 -0.67
C 3.074 -2.129 -0.723 -0.09
C 0.904 -3.354 -0.546 -0.09
C 2.240 -3.528 -2.640 -0.07
H 3.514 0.534 -4.248 0.10
H 3.722 -1.043 -3.496 0.08
H 3.367 0.377 -2.498 0.09
H 2.049 -0.800 -5.712 0.10
H 0.375 -1.076 -5.281 0.08
H 1.622 -2.237 -4.798 0.07
H 1.348 1.485 -4.743 0.11
H 1.206 1.684 -2.992 0.06
H -0.113 0.943 -3.918 0.08
H -0.905 -2.687 -2.104 0.09
H -0.696 -1.999 -3.711 0.09
H -3.697 2.256 0.002 0.09
H -3.126 3.170 -1.388 0.10
H -0.474 2.716 -2.515 0.03
H -0.013 4.372 -2.886 0.11
H -1.710 3.977 -2.649 0.09
H 1.450 3.137 -0.693 0.05
H 1.187 4.359 0.553 0.07
H 1.485 4.850 -1.116 0.10
H -2.173 5.530 -0.720 0.09
H -0.632 6.205 -1.237 0.10
H -0.888 5.841 0.462 0.07
H -0.261 4.637 2.302 0.07
H 0.184 2.948 2.613 0.07
H -0.911 3.798 3.706 0.10
H -2.621 5.237 1.535 0.07
H -3.296 4.396 2.921 0.10
H -3.838 3.977 1.305 0.08
H -1.689 1.093 2.459 0.01
H -3.347 1.589 2.072 0.08
H -2.599 2.119 3.572 0.10
H -5.382 1.787 -2.248 0.13
H -6.571 0.341 -3.846 0.12
H -5.534 -1.686 -4.796 0.12
H -3.245 -2.374 -4.210 0.13
H 2.813 -1.448 0.091 0.02
H 3.809 -1.637 -1.358 0.07
H 3.549 -3.010 -0.284 0.08
H 0.327 -2.706 0.115 0.05
H 1.521 -3.994 0.086 0.08
H 0.213 -4.006 -1.085 0.08
H 2.968 -3.078 -3.314 0.07
H 1.382 -3.867 -3.226 0.09
H 2.705 -4.418 -2.208 0.10
S 3.554 -0.092 2.644 0.49
P 1.957 -1.202 3.140 0.20
S 0.576 -0.346 1.894 0.30
C 1.422 -0.990 4.821 -0.40
C 2.399 -0.995 5.820 -0.08
C 2.020 -0.912 7.150 -0.05
C 0.672 -0.823 7.480 -0.04
C -0.298 -0.815 6.487 -0.06
C 0.070 -0.899 5.152 -0.10
C 2.162 -2.937 2.794 -0.39
C 3.350 -3.446 2.276 -0.12
C 3.476 -4.817 2.077 -0.06
C 2.422 -5.664 2.391 -0.05
C 1.234 -5.152 2.908 -0.05
C 1.103 -3.790 3.116 -0.08
H 3.452 -1.055 5.566 0.11
H 2.772 -0.916 7.928 0.12
H 0.379 -0.756 8.519 0.12
H -1.344 -0.741 6.754 0.11
H -0.686 -0.891 4.376 0.08
H 4.171 -2.784 2.034 0.08
H 4.401 -5.222 1.686 0.12
H 2.528 -6.731 2.246 0.12
H 0.420 -5.818 3.161 0.12
H 0.186 -3.394 3.538 0.11
```

# C36H54N5O2P2V

A molecular structure, C36H54N5O2P2V (the ωB97M-V functional and the def2-TZVPD basis, OMol25).

Summary:
Expectation value of S²: 0.807
Kohn-Sham gap (spin up / spin down), eV: 4.80 / 4.86
Total energy, eV: -93994.008
2S+1: 2
Total charge: +3

XYZ file:
```
100
Properties=species:S:1:pos:R:3:lowdin_charge:R:1
C -1.468 -1.596 -2.315 -0.30
C 0.639 -2.424 -1.685 -0.29
C -1.567 -2.530 -3.342 0.06
C 0.491 -3.500 -2.594 0.07
C -0.605 -3.542 -3.432 0.03
H -2.413 -2.458 -4.023 0.15
H 1.304 -4.219 -2.649 0.14
H -0.718 -4.331 -4.171 0.14
N -0.459 -1.634 -1.422 0.02
P -2.644 -0.079 -0.371 1.14
P 2.474 -0.645 -0.299 1.16
C -2.505 -0.491 -2.159 -0.23
H -2.212 0.407 -2.730 0.09
H -3.467 -0.819 -2.575 0.09
C 0.812 1.005 1.149 -0.25
O 1.335 1.890 1.743 0.11
C 1.896 -2.079 -1.145 -0.08
H 2.644 -2.870 -1.262 0.11
C 3.689 0.046 -1.654 -0.60
C 3.546 -1.143 1.235 -0.63
C -3.380 1.663 -0.282 -0.67
C -3.883 -1.432 0.165 -0.64
C 3.702 1.568 -1.471 -0.06
H 4.019 1.870 -0.463 0.09
H 4.413 2.002 -2.191 0.11
H 2.716 2.006 -1.661 0.06
C 5.107 -0.532 -1.575 -0.06
H 5.640 -0.303 -0.649 0.08
H 5.102 -1.616 -1.740 0.09
H 5.691 -0.091 -2.398 0.12
C 3.189 -0.329 -3.053 -0.07
H 3.794 0.210 -3.797 0.12
H 3.282 -1.405 -3.240 0.10
H 2.144 -0.053 -3.211 0.03
C 4.384 0.066 1.691 -0.06
H 3.741 0.924 1.934 0.08
H 4.929 -0.219 2.604 0.12
H 5.128 0.395 0.960 0.07
C 2.630 -1.526 2.402 -0.09
H 1.996 -0.691 2.724 0.07
H 1.992 -2.379 2.145 0.07
H 3.260 -1.818 3.257 0.12
C 4.396 -2.377 0.934 -0.07
H 5.126 -2.232 0.136 0.06
H 4.962 -2.627 1.844 0.11
H 3.760 -3.234 0.685 0.09
C -4.226 -1.164 1.634 -0.07
H -4.815 -2.009 2.021 0.11
H -3.317 -1.074 2.245 0.06
H -4.834 -0.260 1.765 0.08
C -3.204 -2.805 0.046 -0.07
H -3.035 -3.091 -1.000 0.08
H -2.244 -2.859 0.575 0.05
H -3.870 -3.561 0.490 0.11
C -5.162 -1.498 -0.686 -0.06
H -5.794 -2.299 -0.274 0.11
H -5.751 -0.577 -0.663 0.07
H -4.956 -1.754 -1.732 0.08
C -2.488 2.611 -1.097 -0.10
H -2.484 2.367 -2.166 0.08
H -2.876 3.636 -0.994 0.11
H -1.453 2.607 -0.739 0.05
C -3.362 2.097 1.195 -0.09
H -2.416 1.853 1.700 0.04
H -3.497 3.188 1.248 0.11
H -4.169 1.635 1.777 0.08
C -4.810 1.731 -0.835 -0.07
H -4.895 1.277 -1.832 0.09
H -5.542 1.269 -0.160 0.08
H -5.095 2.790 -0.933 0.11
V -0.088 -0.274 0.169 0.56
N 0.108 0.904 -1.309 0.05
C 0.526 1.085 -2.408 -0.07
C 0.583 1.948 -3.543 -0.22
C 0.464 3.334 -3.309 -0.01
C 0.770 1.465 -4.861 -0.02
C 0.521 4.223 -4.381 -0.02
H 0.335 3.696 -2.284 0.13
C 0.863 2.370 -5.918 -0.03
H 0.857 0.387 -5.024 0.12
C 0.736 3.743 -5.677 -0.01
H 0.410 5.292 -4.194 0.13
H 1.047 1.997 -6.929 0.13
H 0.829 4.448 -6.502 0.13
C -0.681 -4.427 3.482 0.03
N -0.861 -2.977 3.484 -0.02
C -1.360 -2.329 4.574 0.04
C -1.480 -0.970 4.538 0.03
C -1.084 -0.281 3.380 -0.34
N -0.677 -0.928 2.275 0.09
C -0.547 -2.300 2.327 -0.51
O -0.140 -2.944 1.331 -0.01
N -1.183 1.089 3.342 0.17
H -1.305 -4.896 2.713 0.11
H -0.971 -4.808 4.463 0.11
H 0.366 -4.689 3.285 0.11
H -1.609 -2.970 5.419 0.16
H -1.835 -0.411 5.396 0.14
H -1.538 1.509 4.196 0.14
H -0.412 1.625 2.941 0.08
```

no.,largest force on an atom (eV/Å)
1,4.7
2,0.3
3,0.9
4,7.5